[1]
ORCA calculation (ωB97M-V/def2-TZVPD) on a 2-piece molecular cluster, C2H8N2O overall.

```
13
Properties=species:S:1:pos:R:3:forces:R:3
H -0.846 1.772 -1.069 0.096 0.730 0.480
N -0.909 1.340 -0.147 0.040 -0.638 -0.710
C -1.933 0.591 -0.225 -0.431 -1.585 -0.057
N -2.179 -0.503 0.565 0.106 0.021 0.533
H -2.666 0.602 -1.037 -0.076 0.508 -0.017
H -3.083 -0.933 0.667 -0.074 0.319 -0.422
H -1.494 -0.896 1.187 0.258 0.521 0.099
C 2.438 -0.539 -0.068 0.729 -0.793 0.984
O 1.857 0.662 0.392 0.276 -0.563 -0.272
H 3.148 -0.360 -0.877 -0.130 -0.033 -0.145
H 2.998 -0.988 0.773 0.103 0.222 -0.305
H 1.741 -1.354 -0.335 -0.130 0.628 -0.251
H 0.929 0.605 0.173 -0.768 0.663 0.082
```
Positions in Å, forces in eV/Å.

The charge is 0. As for the relative energy (zero: lowest compared OMol25 entry of this formula, charge and spin): 166.7 kJ/mol. The total energy is -7230.60049 eV. The calculation puts the HOMO-LUMO gap at 10.410 eV. The spin multiplicity is 1.

These are the natural (NBO) partial charges, in e, on atoms 1 to 2: H 0.35; N -0.74

[2]
ORCA calculation (ωB97M-V/def2-TZVPD) on a 2-piece molecular cluster, C2H8N2O overall.

```
13
Properties=species:S:1:pos:R:3:forces:R:3
H -1.462 -2.241 0.355 0.294 0.432 0.688
N -1.013 -1.382 0.722 0.392 2.016 -4.749
C -0.638 -0.744 -0.444 0.381 -1.298 4.830
N 0.017 0.449 -0.539 -1.249 -1.600 -1.730
C 1.205 0.452 -1.332 2.017 -1.860 -0.258
H -0.547 -1.225 -1.368 -0.716 -1.181 -1.447
H 0.222 0.854 0.298 -0.010 1.530 2.928
H 1.642 1.440 -1.228 0.277 -0.060 -0.260
H 1.064 0.196 -2.398 -0.243 0.319 0.472
H 1.957 -0.372 -0.926 -1.103 1.728 -0.747
O -0.489 1.104 2.075 -1.894 -1.403 1.706
H -0.763 0.140 2.060 0.901 0.624 -0.801
H -1.195 1.329 2.727 0.953 0.754 -0.631
```
Positions in Å, forces in eV/Å.

The charge is 0. As for the relative energy (zero: lowest compared OMol25 entry of this formula, charge and spin): 194.7 kJ/mol. The total energy is -7230.30972 eV. The calculation puts the HOMO-LUMO gap at 10.186 eV. The spin multiplicity is 1.

These are the natural (NBO) partial charges, in e, on atoms 1 to 2: H 0.34; N -0.77

[3]
ORCA calculation (ωB97M-V/def2-TZVPD) on a 2-piece molecular cluster, C2H8N2O overall.

```
13
Properties=species:S:1:pos:R:3:forces:R:3
N 2.422 0.120 -0.620 -0.906 -0.343 0.983
C 1.011 0.402 -0.525 0.932 -0.021 -1.071
C 0.278 0.332 0.573 -0.562 0.940 0.094
N -1.133 0.594 0.710 0.749 0.111 -0.094
H 2.654 -0.249 -1.524 0.296 0.228 -0.085
H 3.020 0.867 -0.310 0.128 0.061 -0.193
H 0.636 0.699 -1.495 -0.840 -0.108 0.043
H 0.793 0.212 1.521 -0.215 -0.440 0.016
H -1.664 0.935 -0.105 0.925 0.149 0.598
H -1.273 1.164 1.541 -0.403 -0.174 -0.456
O -2.630 -1.781 0.014 0.035 0.441 -0.248
H -1.906 -2.399 0.146 0.031 0.028 0.014
H -2.209 -0.896 0.074 -0.171 -0.872 0.398
```
Positions in Å, forces in eV/Å.

The charge is 0. As for the relative energy (zero: lowest compared OMol25 entry of this formula, charge and spin): 177.6 kJ/mol. The total energy is -7230.48662 eV. The calculation puts the HOMO-LUMO gap at 9.279 eV. The spin multiplicity is 1.

These are the natural (NBO) partial charges, in e, on atoms 1 to 2: N -0.86; C -0.09

[4]
ORCA calculation (ωB97M-V/def2-TZVPD) on C2H8N2O in the gas phase.

```
13
Properties=species:S:1:pos:R:3:forces:R:3
N -0.664 1.118 -0.340 0.416 -0.044 0.036
C 0.228 0.167 0.372 -1.143 -0.354 0.493
N 1.642 0.244 0.139 0.063 0.088 0.275
C -0.330 -1.226 0.048 0.010 0.708 0.104
O -1.685 -1.199 0.424 -0.995 1.492 -0.773
H -0.481 2.074 -0.058 -0.064 -0.045 0.004
H -0.514 1.059 -1.344 0.066 0.041 0.038
H -0.081 0.256 1.448 0.959 0.353 -0.719
H 2.025 1.148 0.387 0.016 -0.083 -0.091
H 1.883 0.028 -0.822 -0.056 0.074 0.074
H 0.186 -1.977 0.649 -0.011 -0.002 -0.206
H -0.209 -1.428 -1.030 0.067 -0.183 0.087
H -1.999 -0.266 0.127 0.671 -2.046 0.678
```
Positions in Å, forces in eV/Å.

The charge is 0. As for the relative energy (zero: lowest compared OMol25 entry of this formula, charge and spin): 114.5 kJ/mol. The total energy is -7231.14141 eV. The calculation puts the HOMO-LUMO gap at 10.351 eV. The spin multiplicity is 1.

These are the natural (NBO) partial charges, in e, on atoms 1 to 2: N -0.87; C 0.07

[5]
ORCA calculation (ωB97M-V/def2-TZVPD) on a 2-piece molecular cluster, C2H8N2O overall.

```
13
Properties=species:S:1:pos:R:3:forces:R:3
N -0.815 1.418 0.886 -0.733 0.188 1.059
C -0.004 0.892 -0.071 -0.016 -1.259 -2.013
C -0.410 0.082 -1.097 0.046 2.984 0.332
O 0.354 -0.112 -2.235 0.613 -0.282 -0.162
H -1.754 1.035 0.930 0.259 0.178 0.058
H -0.395 1.559 1.798 -0.211 -0.135 -0.236
H 1.041 1.163 0.034 0.021 -0.056 -0.139
H -1.470 -0.026 -1.318 0.024 -0.457 0.297
H 1.043 0.567 -2.301 -0.332 -0.324 0.116
N 0.573 -1.877 0.884 -0.781 -0.062 -2.520
H 0.281 -1.555 1.807 -0.210 0.221 -0.850
H 1.551 -1.635 0.722 -0.409 -0.039 0.169
H 0.007 -1.512 -0.040 1.728 -0.959 3.889
```
Positions in Å, forces in eV/Å.

The charge is 0. As for the relative energy (zero: lowest compared OMol25 entry of this formula, charge and spin): 264.6 kJ/mol. The total energy is -7229.58548 eV. The calculation puts the HOMO-LUMO gap at 8.423 eV. The spin multiplicity is 1.

These are the natural (NBO) partial charges, in e, on atoms 1 to 2: N -0.80; C -0.02

[6]
ORCA calculation (ωB97M-V/def2-TZVPD) on C2H8N2O2 as an isolated structure.

```
14
Properties=species:S:1:pos:R:3:forces:R:3
C 1.288 -0.194 0.243 -1.984 1.883 -1.091
O 1.549 -0.770 -1.004 0.042 -0.154 -0.278
O 2.031 0.968 0.473 0.506 0.230 0.020
H 1.167 -0.187 -1.675 0.169 -0.129 0.028
H 2.977 0.781 0.376 -0.182 -0.086 0.075
H 1.553 -0.969 0.971 -0.640 0.133 0.092
H 0.069 0.454 0.028 2.683 -1.878 1.341
N -1.701 -0.938 0.759 0.857 -0.921 -0.581
C -1.365 0.829 -0.536 -2.712 -0.071 -0.378
N -2.064 0.296 0.462 1.803 1.168 -0.150
H -0.744 -1.209 0.401 -1.420 0.097 0.627
H -1.896 -1.179 1.724 -0.020 -0.058 -0.275
H -1.598 1.863 -0.756 -0.069 0.126 0.177
H -1.266 0.253 -1.466 0.965 -0.338 0.393
```
Positions in Å, forces in eV/Å.

The charge is 0. As for the relative energy (zero: lowest compared OMol25 entry of this formula, charge and spin): 474.7 kJ/mol. The total energy is -9274.99037 eV. The calculation puts the HOMO-LUMO gap at 8.915 eV. The spin multiplicity is 1.

These are the natural (NBO) partial charges, in e, on atoms 1 to 2: C 0.17; O -0.74

[7]
ORCA calculation (ωB97M-V/def2-TZVPD) on C2H8N2O2 in the gas phase.

```
14
Properties=species:S:1:pos:R:3:forces:R:3
C -2.109 -0.535 0.519 0.338 -0.136 -0.189
O -1.665 0.615 -0.163 0.039 -0.076 -1.879
N -0.338 0.353 -0.815 -1.849 0.651 2.055
N 0.475 0.716 0.267 2.501 -1.272 -0.672
C 1.677 -0.153 0.264 -0.909 0.726 0.761
O 2.592 0.062 -0.774 0.097 0.123 -0.414
H -3.124 -0.309 0.839 0.006 -0.015 0.063
H -1.478 -0.741 1.389 -0.027 -0.007 0.030
H -2.112 -1.408 -0.140 -0.063 0.035 0.025
H -0.341 1.056 -1.558 -0.157 0.041 0.385
H 0.709 1.704 0.316 -0.052 -0.083 -0.179
H 1.305 -1.184 0.268 0.040 0.160 0.003
H 2.214 0.061 1.190 0.001 -0.102 -0.075
H 2.196 -0.237 -1.602 0.035 -0.044 0.086
```
Positions in Å, forces in eV/Å.

The charge is 0. As for the relative energy (zero: lowest compared OMol25 entry of this formula, charge and spin): 397.2 kJ/mol. The total energy is -9275.79415 eV. The calculation puts the HOMO-LUMO gap at 10.480 eV. The spin multiplicity is 1.

These are the natural (NBO) partial charges, in e, on atoms 1 to 2: C -0.26; O -0.43

[8]
ORCA calculation (ωB97M-V/def2-TZVPD) on C2H8N2O2 in the gas phase.

```
14
Properties=species:S:1:pos:R:3:forces:R:3
C 1.925 -0.435 0.094 0.171 -0.004 -0.157
N 0.885 0.511 0.479 0.660 0.208 -0.820
N -0.449 -0.038 0.398 -1.008 0.133 0.745
O -0.552 -1.191 -0.483 0.459 0.536 1.016
C -1.328 0.985 -0.197 -0.569 -0.188 -0.657
O -2.637 0.465 -0.375 0.752 -0.227 0.275
H 1.873 -0.666 -0.976 -0.090 0.015 0.319
H 1.877 -1.363 0.673 0.058 -0.129 -0.116
H 2.905 0.019 0.271 -0.263 0.099 0.078
H 1.061 0.823 1.438 -0.546 -0.553 -0.265
H -0.737 -1.882 0.180 0.121 0.289 -0.562
H -1.401 1.861 0.455 0.232 -0.383 0.080
H -0.958 1.312 -1.177 0.372 -0.053 0.049
H -2.463 -0.401 -0.780 -0.349 0.257 0.014
```
Positions in Å, forces in eV/Å.

The charge is 0. As for the relative energy (zero: lowest compared OMol25 entry of this formula, charge and spin): 395.7 kJ/mol. The total energy is -9275.80926 eV. The calculation puts the HOMO-LUMO gap at 9.154 eV. The spin multiplicity is 1.

These are the natural (NBO) partial charges, in e, on atoms 1 to 2: C -0.42; N -0.50

[9]
ORCA calculation (ωB97M-V/def2-TZVPD) on a 2-piece molecular cluster, C2H8N2O2 overall.

```
14
Properties=species:S:1:pos:R:3:forces:R:3
C 0.274 0.125 0.106 -0.052 -0.060 0.200
C 1.124 1.393 -0.010 -0.138 -0.330 -0.057
N -2.009 -1.133 -0.978 -1.276 0.067 0.271
N 1.010 -1.076 0.457 -0.038 0.025 0.584
O -0.365 -0.066 -1.132 0.001 -1.092 -1.129
O -2.487 -0.872 0.209 0.133 -0.421 -0.280
H -3.262 -0.273 0.117 0.428 -0.063 -0.144
H -0.655 -1.151 -1.240 0.780 1.896 0.996
H -0.511 0.296 0.866 0.225 -0.161 -0.058
H 0.865 -1.332 1.428 0.001 0.009 -0.216
H 2.009 -1.005 0.307 -0.062 0.131 -0.151
H 1.587 1.624 0.950 -0.037 -0.001 0.015
H 0.510 2.234 -0.328 0.017 -0.017 0.006
H 1.909 1.236 -0.751 0.018 0.018 -0.038
```
Positions in Å, forces in eV/Å.

The charge is 0. As for the relative energy (zero: lowest compared OMol25 entry of this formula, charge and spin): 596.9 kJ/mol. The total energy is -9273.72398 eV. The calculation puts the HOMO-LUMO gap (alpha / beta) at 9.176 / 9.176 eV. The spin multiplicity is 1.

These are the natural (NBO) partial charges, in e, on atoms 1 to 2: C 0.23; C -0.63

[10]
ORCA calculation (ωB97M-V/def2-TZVPD) on C2H8N2O2S2 in the gas phase.

```
16
Properties=species:S:1:pos:R:3:forces:R:3
C 0.211 -1.744 -0.863 -2.360 -2.704 -0.852
C -0.296 -0.716 0.085 2.026 1.415 1.219
N -1.846 1.176 1.130 1.376 0.924 2.367
N 2.072 0.763 -0.527 0.962 -3.813 -0.450
O -2.504 0.304 -1.039 -0.791 -0.673 -0.881
O 1.020 1.163 1.627 -0.682 0.329 1.805
S -1.285 0.778 -0.409 0.644 0.605 0.116
S 1.350 -0.076 0.933 0.276 2.094 -3.623
H -0.741 -2.399 -1.295 2.612 1.489 1.168
H 0.717 -1.336 -1.705 0.301 0.533 -0.763
H 0.964 -2.419 -0.349 -1.107 0.519 -0.464
H -0.784 -1.120 0.936 -0.735 -0.539 0.771
H -2.724 1.678 1.190 -0.220 -0.346 -0.946
H -1.191 1.740 1.742 -0.415 -1.162 -1.256
H 2.050 1.744 -0.513 -0.518 1.394 0.826
H 2.987 0.461 -0.942 -1.370 -0.066 0.962
```
Positions in Å, forces in eV/Å.

The charge is 0. As for the relative energy (zero: lowest compared OMol25 entry of this formula, charge and spin): 155.5 kJ/mol. The total energy is -30946.53682 eV. The calculation puts the HOMO-LUMO gap at 9.227 eV. The spin multiplicity is 1.

These are the natural (NBO) partial charges, in e, on atoms 1 to 2: C -0.66; C -0.60

[11]
ORCA calculation (ωB97M-V/def2-TZVPD) on C2H8N2O3S as an isolated structure.

```
16
Properties=species:S:1:pos:R:3:forces:R:3
C 2.706 0.920 -0.757 1.950 3.360 1.693
C 0.184 -2.348 -0.235 -1.302 2.343 0.330
N -2.667 0.480 1.401 -2.337 -0.485 1.251
N -0.289 -0.296 0.499 -0.417 1.532 0.696
O -2.217 0.235 -1.027 -0.044 0.266 1.079
O -1.127 1.998 0.349 0.902 1.407 0.144
O -0.638 -1.359 -0.160 1.444 -3.817 -0.839
S -1.606 0.681 0.208 -0.308 0.831 -1.120
H 3.264 1.879 -1.238 -1.819 -2.153 0.846
H 2.544 0.170 -1.470 0.109 -1.095 -0.965
H 1.747 1.162 -0.250 0.720 0.206 -0.565
H 1.117 -2.173 0.250 0.675 -0.429 0.174
H 3.446 0.662 0.063 -0.933 -0.305 -1.033
H -0.176 -3.115 -0.855 -0.081 -1.011 -0.459
H -2.820 1.188 2.212 0.513 -1.766 -2.489
H -3.468 -0.083 1.010 0.929 1.114 1.258
```
Positions in Å, forces in eV/Å.

The charge is 0. As for the relative energy (zero: lowest compared OMol25 entry of this formula, charge and spin): 510.8 kJ/mol. The total energy is -22156.17225 eV. The calculation puts the HOMO-LUMO gap (alpha / beta) at 8.229 / 8.496 eV. The spin multiplicity is 1.

These are the natural (NBO) partial charges, in e, on atoms 1 to 2: C -0.86; C 0.07

[12]
ORCA calculation (ωB97M-V/def2-TZVPD) on C2H8N2OP2 as an isolated structure.

```
15
Properties=species:S:1:pos:R:3:forces:R:3
C -0.888 1.559 -0.557 -2.085 -1.628 -6.338
C -0.072 -0.761 -1.409 0.571 -0.459 2.385
N 0.762 -0.960 1.774 -0.903 0.707 -0.034
N -0.021 0.384 -0.478 0.048 0.894 -0.101
O 1.181 1.853 1.797 -1.063 -5.971 -4.959
P -0.569 -1.792 1.647 0.215 0.571 -0.142
P 1.027 0.427 0.788 1.792 3.143 5.637
H -0.616 2.321 -1.439 -0.415 -1.792 1.617
H -1.998 1.174 -0.798 2.298 1.099 0.920
H -0.748 2.070 0.289 -0.158 2.097 3.446
H 0.475 -0.571 -2.306 -0.199 0.273 -0.975
H 0.522 -1.551 -0.876 -0.602 0.358 -0.724
H -1.106 -1.144 -1.491 0.521 0.377 -0.358
H -0.193 -2.762 2.567 -0.078 -0.755 0.576
H 2.244 -0.246 0.491 0.057 1.086 -0.951
```
Positions in Å, forces in eV/Å.

The charge is 0. As for the relative energy (zero: lowest compared OMol25 entry of this formula, charge and spin): 259.1 kJ/mol. The total energy is -25806.34039 eV. The calculation puts the HOMO-LUMO gap at 8.415 eV. The spin multiplicity is 1.

These are the natural (NBO) partial charges, in e, on atoms 1 to 2: C -0.38; C -0.41